No. 1
Computed, not measured: a molecular structure, C12H33FeO6 at a distorted geometry, with wB97M-V/def2-TZVPD.

Each line ends with the Mulliken charge.
Geometry (Å):
Fe  -10.239  15.208  -3.461  -1.760
C  -10.415  16.709  0.515  -0.886
C  -10.554  15.286  -0.018  -0.422
O  -10.143  15.091  -1.386  -0.006
H  -11.122  17.368  0.011  0.130
H  -9.403  17.084  0.360  0.241
H  -10.587  16.863  1.580  0.441
H  -11.578  14.948  0.144  -0.019
H  -10.028  14.621  0.666  0.311
C  -10.022  16.155  -7.827  -1.134
C  -10.976  15.684  -6.754  -1.425
O  -10.517  15.287  -5.495  1.199
H  -10.548  16.424  -8.743  0.373
H  -9.386  15.327  -8.140  0.284
H  -9.312  16.948  -7.594  0.263
H  -11.529  14.887  -7.252  0.212
H  -11.713  16.483  -6.673  0.210
C  -7.060  17.715  -4.704  -1.036
C  -7.078  16.245  -4.240  -0.471
O  -8.236  15.847  -3.523  -0.435
H  -6.839  18.381  -3.870  0.290
H  -8.017  18.000  -5.141  0.126
H  -6.311  17.821  -5.489  0.402
H  -6.193  16.141  -3.613  0.298
H  -6.997  15.582  -5.102  0.229
C  -13.903  13.499  -1.853  -1.547
C  -13.379  14.753  -2.592  -1.746
O  -12.225  14.418  -3.384  2.133
H  -13.922  12.603  -2.473  0.667
H  -14.800  13.741  -1.283  0.464
H  -13.122  13.272  -1.127  0.077
H  -13.076  15.452  -1.812  0.091
H  -14.139  15.222  -3.218  0.572
H  -12.527  13.874  -4.115  -0.227
C  -8.350  12.482  -5.283  -0.838
C  -9.581  12.141  -4.530  -1.156
O  -9.814  13.199  -3.557  1.642
H  -8.096  11.634  -5.919  0.433
H  -7.516  12.738  -4.630  0.253
H  -8.443  13.365  -5.915  0.030
H  -9.509  11.214  -3.962  0.444
H  -10.447  12.106  -5.192  0.149
H  -9.719  12.705  -2.739  -0.132
C  -10.007  18.913  -2.919  -1.350
C  -10.762  18.086  -3.953  -0.022
O  -11.271  17.001  -3.284  0.342
H  -9.520  19.761  -3.401  0.416
H  -9.198  18.313  -2.502  0.161
H  -10.657  19.279  -2.125  0.487
H  -10.114  17.865  -4.801  -0.291
H  -11.531  18.742  -4.360  0.402
H  -11.958  17.335  -2.702  0.132

- multiplicity = 7
- energy (Ha) = -2192.0031
- net charge = -1
- E_HOMO (spin up / spin down) (eV) = 0.652 / -5.212

No. 2
Computed, not measured: a molecular structure, C12H33LiO7 at a distorted geometry, with wB97M-V/def2-TZVPD.

Each line ends with the Mulliken charge.
Geometry (Å):
Li  0.345  0.507  -0.280  0.838
C  3.652  -0.799  1.658  -1.278
C  2.100  -0.891  1.728  0.081
O  1.362  0.269  1.410  -0.433
H  4.010  -1.803  1.883  0.376
H  3.994  -0.103  2.424  0.388
H  4.098  -0.470  0.719  0.281
H  1.860  -1.312  2.705  0.445
H  1.791  -1.736  1.114  0.065
C  3.571  -0.814  -2.634  -1.389
C  2.067  -0.577  -2.812  0.375
C  1.246  -1.790  -2.277  -0.848
O  1.716  0.498  -2.005  -0.177
H  3.862  -1.551  -3.382  0.390
H  3.848  -1.193  -1.650  0.237
H  4.108  0.129  -2.734  0.489
H  1.758  -0.222  -3.795  0.332
H  0.201  -1.676  -2.563  0.181
H  1.382  -1.910  -1.202  -0.083
H  1.473  -2.728  -2.783  0.520
H  2.373  1.186  -2.129  0.136
C  -2.594  3.232  -0.982  -1.492
C  -1.465  2.263  -1.299  0.913
C  -0.784  2.671  -2.611  -1.040
O  -0.486  2.418  -0.266  -0.380
H  -2.222  4.252  -0.893  0.377
H  -3.087  3.055  -0.026  0.342
H  -3.352  3.147  -1.762  0.405
H  -1.875  1.253  -1.289  -0.043
H  -1.474  2.761  -3.450  0.401
H  -0.010  2.004  -2.991  0.080
H  -0.329  3.640  -2.402  0.332
H  -0.227  3.331  -0.117  0.218
C  -2.076  1.417  3.045  -0.271
C  -1.594  0.457  4.150  -0.397
O  -0.828  -0.585  3.562  -0.502
O  -1.090  2.302  2.643  -0.505
H  -2.797  2.045  3.567  0.412
H  -2.478  0.871  2.191  0.068
H  -2.457  0.029  4.661  0.377
H  -1.084  0.968  4.967  0.255
H  -0.205  -0.183  2.953  0.119
H  -0.474  1.748  2.157  0.265
C  -1.541  -3.295  0.173  -0.768
C  -1.709  -1.826  0.487  -0.122
O  -1.187  -0.958  -0.532  -0.263
O  -2.477  -3.859  -0.745  -0.532
H  -1.616  -3.851  1.108  0.493
H  -0.537  -3.569  -0.154  0.207
H  -1.244  -1.709  1.466  0.226
H  -2.754  -1.567  0.655  0.353
H  -1.611  -1.114  -1.379  0.212
H  -3.153  -4.363  -0.285  0.328

- multiplicity = 2
- energy (Ha) = -1010.9455
- net charge = +1
- E_HOMO (spin up / spin down) (eV) = -12.686 / -12.679

No. 3
Computed, not measured: 5 unconnected molecules or ions with the total composition C12H33N5O8P2S, with wB97M-V/def2-TZVPD.

Each line ends with the Mulliken charge.
Geometry (Å):
N  0.326  -2.090  -3.066  -0.550
O  -0.937  -1.690  -2.481  -0.039
P  -2.109  -1.444  -3.520  0.995
O  -1.716  -0.763  -4.747  -0.736
O  -3.156  -0.786  -2.537  -0.366
O  -2.802  -2.860  -3.856  -0.338
P  -2.447  -4.404  -3.495  0.280
S  -1.997  -4.823  -1.703  -0.276
H  0.327  -3.102  -2.950  0.237
H  0.275  -1.841  -4.054  0.299
H  -4.059  -0.955  -2.828  0.304
H  -1.476  -4.685  -4.471  0.095
H  -3.605  -4.970  -4.037  0.060
C  0.798  0.704  -0.903  -0.585
N  2.059  0.432  -0.233  -0.087
C  3.037  1.301  0.101  0.674
C  2.821  2.759  -0.246  -1.123
O  4.056  0.927  0.666  -0.630
H  -0.044  0.447  -0.264  0.214
H  0.739  0.136  -1.830  0.199
H  0.729  1.763  -1.133  0.238
H  2.251  -0.521  0.033  0.218
H  3.691  3.312  0.094  0.260
H  2.703  2.896  -1.322  0.348
H  1.927  3.147  0.244  0.293
C  6.860  0.981  1.827  -0.752
N  8.110  0.546  2.421  -0.121
C  8.296  -0.323  3.445  0.739
C  7.059  -0.934  4.069  -1.205
O  9.415  -0.601  3.845  -0.655
H  6.813  0.724  0.769  0.291
H  6.732  2.060  1.923  0.265
H  6.016  0.502  2.309  0.253
H  8.970  0.916  2.048  0.215
H  7.385  -1.598  4.863  0.287
H  6.405  -0.165  4.483  0.348
H  6.484  -1.498  3.334  0.342
C  -5.459  -1.213  2.525  -0.830
N  -5.434  -1.639  1.144  -0.159
C  -4.733  -2.667  0.592  0.834
C  -3.865  -3.493  1.514  -1.222
O  -4.804  -2.905  -0.602  -0.621
H  -6.465  -1.277  2.942  0.297
H  -5.107  -0.185  2.629  0.259
H  -4.809  -1.849  3.119  0.313
H  -5.996  -1.131  0.479  0.220
H  -3.387  -4.259  0.912  0.135
H  -3.100  -2.878  1.989  0.355
H  -4.458  -3.965  2.298  0.413
C  -2.989  5.179  -0.435  -0.835
N  -2.334  4.130  0.315  -0.154
C  -2.205  2.816  -0.013  0.714
C  -2.822  2.354  -1.314  -1.001
O  -1.624  2.044  0.733  -0.653
H  -2.290  5.976  -0.696  0.285
H  -3.812  5.617  0.133  0.285
H  -3.395  4.775  -1.357  0.308
H  -1.911  4.368  1.199  0.253
H  -2.592  1.303  -1.455  -0.062
H  -3.905  2.485  -1.282  0.489
H  -2.438  2.916  -2.167  0.381

- SMILES = NO[P@](=O)(O)O[PH2]=S.CNC(C)=O.CNC(C)=O.CNC(C)=O.CNC(C)=O
- energy (Ha) = -2433.7750
- E_HOMO (eV) = -8.869

No. 4
Computed, not measured: a molecular structure, C12H33NaO13S4 at a distorted geometry, with wB97M-V/def2-TZVPD.

Each line ends with the Mulliken charge.
Geometry (Å):
Na  -11.397  -9.930  -13.471  0.797
O  -12.408  -9.809  -11.463  -1.041
H  -13.122  -9.380  -11.954  0.136
O  -9.211  -11.024  -12.696  -0.518
S  -7.802  -11.100  -12.844  1.235
O  -7.153  -10.605  -14.040  -0.634
O  -7.174  -10.386  -11.516  -0.289
C  -6.003  -9.581  -11.601  -0.219
C  -6.443  -8.218  -11.031  -1.004
C  -7.366  -12.849  -12.464  -1.044
H  -5.582  -9.397  -12.588  0.313
H  -5.245  -9.963  -10.915  0.329
H  -6.977  -8.321  -10.090  0.374
H  -7.176  -7.760  -11.701  0.103
H  -5.569  -7.563  -11.027  0.371
H  -7.608  -13.385  -13.380  0.340
H  -7.930  -13.244  -11.627  0.338
H  -6.289  -12.810  -12.314  0.355
O  -11.690  -11.923  -14.920  -0.389
S  -12.097  -12.597  -16.133  0.985
O  -12.106  -11.901  -17.396  -0.629
O  -11.224  -13.941  -16.383  -0.299
C  -10.753  -14.620  -15.174  -0.015
C  -10.440  -16.086  -15.369  -1.244
C  -13.796  -13.167  -15.889  -0.870
H  -11.365  -14.479  -14.284  0.426
H  -9.798  -14.103  -15.077  0.125
H  -9.492  -16.140  -15.906  0.333
H  -11.170  -16.570  -16.026  0.326
H  -10.426  -16.725  -14.490  0.351
H  -13.810  -13.637  -14.907  0.300
H  -14.143  -13.846  -16.664  0.376
H  -14.422  -12.276  -15.901  0.271
O  -9.519  -8.360  -13.961  -0.518
S  -8.882  -7.644  -15.052  1.353
O  -9.278  -7.972  -16.420  -0.705
O  -9.117  -6.052  -14.844  -0.318
C  -10.482  -5.592  -14.880  0.254
C  -10.416  -4.409  -15.859  -1.191
C  -7.068  -7.575  -14.898  -0.981
H  -10.760  -5.161  -13.920  0.281
H  -11.167  -6.353  -15.253  -0.103
H  -9.644  -4.598  -16.601  0.304
H  -10.134  -3.531  -15.276  0.336
H  -11.332  -4.195  -16.413  0.315
H  -6.674  -8.518  -15.261  0.362
H  -6.808  -7.313  -13.877  0.155
H  -6.793  -6.759  -15.564  0.454
O  -12.622  -8.877  -15.387  -0.360
S  -13.499  -8.890  -16.558  1.017
O  -14.480  -9.931  -16.781  -0.640
O  -14.208  -7.429  -16.656  -0.176
C  -15.452  -7.322  -17.374  -0.248
C  -16.464  -6.544  -16.566  -1.243
C  -12.455  -8.852  -18.059  -1.183
H  -15.899  -8.232  -17.782  0.341
H  -15.243  -6.859  -18.344  0.314
H  -16.194  -5.495  -16.414  0.305
H  -16.636  -6.826  -15.526  0.315
H  -17.443  -6.552  -17.047  0.369
H  -13.075  -9.467  -18.706  0.412
H  -11.479  -9.295  -17.890  0.311
H  -12.418  -7.791  -18.286  0.482

- energy (Ha) = -3210.1016
- E_HOMO (eV) = -5.805